Entry from the OMol25 dataset: a structure of composition C8H15IrNOP in a non-equilibrium geometry (wB97M-V/def2-TZVPD).

Positions of all 27 atoms, in Å:
1 C 1.081025 -2.664482 -1.387655
2 C 2.483075 -2.932124 -1.172987
3 C 2.599501 -3.424863 0.146559
4 C 1.320741 -3.596476 0.737697
5 C 0.349435 -3.064096 -0.183407
6 Ir -1.075258 -0.168761 -0.817837
7 P -1.915383 -1.154909 -2.403208
8 H 0.615869 -2.197524 -2.276857
9 H 3.268480 -2.594112 -1.834515
10 H 3.545032 -3.722198 0.597110
11 H -0.718604 -2.907404 0.049359
12 H 1.110346 -3.921534 1.768902
13 H -2.978924 -2.061576 -2.208226
14 H -1.185609 -1.745833 -3.492951
15 H -2.484974 -0.003755 -3.068517
16 C 0.337859 2.637652 2.314685
17 N -0.543186 2.920103 1.188257
18 C -1.143507 4.234358 1.021708
19 C -0.781382 1.960363 0.316656
20 O -0.293879 0.789553 0.565947
21 H 0.390717 3.558682 2.896661
22 H 1.339330 2.356427 1.957382
23 H -0.061690 1.820550 2.932752
24 H -0.821960 4.671402 0.063089
25 H -2.242324 4.146707 1.008483
26 H -0.822494 4.861199 1.858461
27 H -1.372237 2.202653 -0.577546

Cartesian forces, eV/Å:
C -1.80 -0.40 1.55
C 0.07 -0.24 2.49
C 1.89 0.06 -2.68
C -2.36 1.37 -0.65
C 1.09 0.04 -0.30
Ir 0.87 -2.17 0.99
P -1.81 -0.36 -3.84
H 0.59 -0.49 0.74
H 0.05 -0.36 0.09
H -0.28 0.16 -0.04
H 0.77 -0.34 -0.42
H 0.17 0.10 -0.76
H -0.07 -0.03 -0.54
H -0.54 0.00 0.38
H -0.43 -1.15 -0.59
C -0.33 0.23 -0.45
N 0.49 2.77 2.44
C 0.25 -0.81 -0.03
C -1.42 1.66 -1.69
O 2.59 -0.29 3.10
H 0.17 -0.23 0.12
H -0.12 0.03 0.22
H 0.18 0.18 -0.07
H -0.07 0.14 0.18
H 0.15 0.16 0.05
H -0.18 0.02 -0.32
H 0.09 -0.06 0.04

Spin multiplicity: 5
HOMO-LUMO gap (spin up / spin down) in eV: 4.53 / 5.97
Charge: 0
Electronic energy in Ha: -889.153151